# 1
38
Properties=species:S:1:pos:R:3 method="wB97M-V/def2-TZVPD" smiles="CC(=O)O[C@@]1(c2ccccc2)Sc2c(Cl)cccc2-n2cccc21" relative_energy_kj_mol=0.0 total_energy_ha=-1795.9730 e_homo_ha=-0.30390
O -0.91 -2.99 0.54
Cl 1.62 -0.35 -4.08
O 0.58 -1.36 1.38
S 1.18 -0.17 -1.02
C 0.23 -2.43 0.66
C -3.12 0.62 1.45
C -1.75 0.62 1.86
C -3.16 0.24 0.17
C -1.00 0.38 0.71
C 3.21 2.63 2.59
C -2.39 -0.60 -3.84
C 3.62 1.31 2.32
C 1.92 3.12 2.23
C -1.15 -0.59 -4.32
C -2.57 -0.33 -2.52
C 2.65 0.46 1.76
C 0.98 2.23 1.74
C 0.00 -0.42 -3.45
C -0.19 -0.29 -2.09
C -1.53 -0.21 -1.64
C 1.30 0.87 1.50
N -1.84 0.19 -0.33
C 1.32 -3.32 0.18
C 0.49 -0.04 0.65
H -4.00 0.81 2.13
H -1.37 0.87 2.86
H -4.18 0.11 -0.23
H 3.93 3.44 2.85
H -3.21 -0.76 -4.49
H 4.65 1.06 2.56
H 1.62 4.15 2.30
H -1.04 -0.59 -5.46
H -3.63 -0.18 -2.29
H 2.93 -0.54 1.50
H 0.03 2.60 1.44
H 2.29 -2.75 0.16
H 1.13 -3.77 -0.79
H 1.39 -4.02 1.00

---

# 2
64
Properties=species:S:1:pos:R:3 method="wB97M-V/def2-TZVPD" relative_energy_kj_mol=164.7 total_energy_ha=-1848.2453 e_homo_ha="-0.58691 / -0.57962" charge=+3
Tl 0.34 -0.45 -0.13
C 1.09 4.44 1.47
C 1.17 3.07 0.86
N 0.11 2.49 0.49
N -1.10 2.70 0.31
C -2.11 1.83 0.60
O -1.84 0.65 0.87
C -3.44 2.39 0.53
C -4.55 1.54 0.73
C -5.82 2.05 0.65
C -6.02 3.41 0.40
C -4.93 4.25 0.21
C -3.65 3.75 0.27
C 2.48 2.41 0.75
C 3.66 3.16 0.74
C 4.88 2.51 0.64
C 4.89 1.13 0.58
C 3.68 0.45 0.60
N 2.50 1.07 0.67
H 0.06 4.71 1.67
H 1.51 5.17 0.77
H 1.67 4.48 2.39
H -4.37 0.50 0.94
H -6.68 1.40 0.77
H -7.02 3.80 0.35
H -5.10 5.30 0.01
H -2.80 4.39 0.09
H 3.63 4.24 0.78
H 5.80 3.08 0.61
H 5.82 0.58 0.52
H 3.65 -0.63 0.55
N -0.69 0.03 5.80
C 0.37 -0.68 5.02
C 0.51 -0.21 3.55
N -0.05 -1.09 2.55
H -0.75 -0.39 6.74
H -1.62 -0.04 5.36
H -0.46 1.02 5.92
H 0.15 -1.74 5.05
H 1.32 -0.51 5.54
H 1.57 -0.11 3.32
H 0.05 0.78 3.42
H -1.06 -1.13 2.58
H 0.32 -2.03 2.64
C 0.34 -1.98 -4.15
C 0.05 -3.37 -3.59
N -1.31 -3.43 -3.11
C -1.70 -3.50 -1.85
S -0.56 -3.57 -0.55
N -2.98 -3.51 -1.50
C -4.11 -3.09 -2.33
C -4.12 -1.57 -2.46
H 1.36 -1.95 -4.53
H 0.24 -1.22 -3.38
H -0.32 -1.75 -4.98
H 0.73 -3.61 -2.77
H 0.17 -4.12 -4.38
H -2.02 -3.41 -3.83
H -3.18 -3.66 -0.52
H -5.02 -3.43 -1.82
H -4.08 -3.58 -3.31
H -4.05 -1.10 -1.48
H -5.04 -1.26 -2.94
H -3.29 -1.22 -3.07

---

# 3
24
Properties=species:S:1:pos:R:3 method="wB97M-V/def2-TZVPD" smiles=c1ccccc1.c1ccccc1 relative_energy_kj_mol=364.5 total_energy_ha=-464.3332 e_homo_ha=-0.33553
C -1.66 -0.56 -3.23
C -0.62 0.43 -3.65
C 0.61 -0.14 -3.86
C 0.81 -1.40 -3.99
C -0.11 -2.35 -3.60
C -1.38 -1.92 -3.20
C -1.04 1.32 3.88
C 0.03 2.22 3.87
C 1.33 1.97 3.52
C 1.68 0.68 3.00
C 0.75 -0.28 3.29
C -0.68 -0.03 3.56
H -2.48 -0.16 -2.80
H -0.93 1.39 -3.19
H 1.64 0.49 -3.83
H 1.79 -1.85 -4.25
H 0.10 -3.32 -3.49
H -2.22 -2.63 -3.11
H -1.97 1.85 4.10
H -0.09 3.23 4.29
H 2.11 2.66 3.33
H 2.57 0.50 2.52
H 1.05 -1.19 3.03
H -1.30 -0.92 3.83